Entry 1:
Here is C56H66AsCsOP2S as an isolated structure at a distorted geometry from the Open Molecules 2025 dataset. Energies are from the ωB97M-V functional and the def2-TZVPD basis.

Last column: Mulliken charge in e.
CARTESIAN COORDINATES (ANGSTROEM)
Cs -0.172 0.636 0.086  1.098
C -1.028 3.644 0.538  -0.393
C -1.996 2.855 1.215  0.559
C -1.352 2.325 2.375  -0.738
C -0.008 2.806 2.354  -0.046
C 0.192 3.617 1.224  -0.089
C 1.417 4.450 0.900  2.071
C 1.452 5.698 1.790  -1.962
C 2.702 3.650 1.128  -1.674
C 1.390 4.901 -0.562  -1.973
C -1.846 1.406 3.508  3.170
C -0.751 1.236 4.567  -2.556
C -3.053 2.011 4.236  -2.079
C -2.175 -0.025 3.033  -1.373
C -3.448 2.861 0.708  2.568
C -3.478 3.199 -0.792  -2.026
C -4.206 1.534 0.822  -1.838
C -4.252 3.954 1.426  -1.920
H -1.214 4.221 -0.355  0.103
H 0.731 2.614 3.119  0.519
H 1.503 5.418 2.844  0.313
H 0.546 6.289 1.649  0.351
H 2.320 6.322 1.556  0.482
H 2.778 3.302 2.160  0.281
H 3.589 4.254 0.917  0.594
H 2.737 2.771 0.474  0.108
H 0.538 5.552 -0.763  0.384
H 1.315 4.045 -1.237  0.126
H 2.301 5.452 -0.813  0.461
H -0.455 2.195 4.995  0.479
H 0.137 0.760 4.149  0.312
H -1.119 0.599 5.376  0.508
H -2.821 3.028 4.556  0.385
H -3.302 1.417 5.121  0.468
H -3.943 2.060 3.614  0.259
H -1.280 -0.512 2.633  0.219
H -2.934 -0.050 2.259  -0.527
H -2.517 -0.639 3.872  0.707
H -2.864 2.501 -1.368  0.198
H -3.116 4.205 -0.999  0.397
H -4.503 3.134 -1.167  0.512
H -3.677 0.725 0.306  0.145
H -5.189 1.629 0.352  0.617
H -4.376 1.219 1.848  0.130
H -3.757 4.919 1.301  0.330
H -4.332 3.764 2.495  0.251
H -5.265 4.027 1.017  0.477
O 0.750 -1.589 0.443  -0.482
S 0.658 -2.586 -0.677  1.636
C -0.144 -4.004 0.063  0.340
C 0.560 -5.001 0.713  -0.685
C -0.140 -6.000 1.381  -0.897
C -1.523 -5.974 1.395  -0.878
C -2.220 -4.950 0.759  -0.381
C -1.545 -3.944 0.081  -0.493
P -2.410 -2.492 -0.684  1.704
C -2.382 -2.978 -2.443  0.319
C -2.275 -1.956 -3.381  -0.400
C -2.256 -2.241 -4.740  -0.394
C -2.334 -3.557 -5.169  -0.609
C -2.435 -4.587 -4.241  -0.722
C -2.461 -4.297 -2.886  -0.471
C -4.151 -2.707 -0.196  0.054
C -4.499 -2.371 1.114  -0.286
C -5.820 -2.411 1.525  -0.621
C -6.817 -2.767 0.626  -0.646
C -6.485 -3.088 -0.681  -0.664
C -5.157 -3.059 -1.091  -0.541
C 2.331 -3.080 -1.036  -0.250
C 2.532 -4.279 -1.707  -0.448
C 3.812 -4.650 -2.084  -0.910
C 4.874 -3.811 -1.789  -0.811
C 4.653 -2.600 -1.153  -0.369
C 3.375 -2.180 -0.770  -1.121
P 3.146 -0.446 -0.094  1.336
C 3.349 -0.709 1.698  0.233
C 4.049 -1.772 2.260  -0.350
C 4.164 -1.888 3.637  -0.811
C 3.585 -0.936 4.465  -0.911
C 2.878 0.122 3.915  -0.265
C 2.752 0.228 2.537  0.231
C 4.742 0.322 -0.565  -0.372
C 5.706 0.715 0.359  -0.489
C 6.838 1.409 -0.051  -0.774
C 7.026 1.707 -1.392  -0.570
C 6.069 1.319 -2.323  -0.779
C 4.935 0.645 -1.908  -0.022
H 1.642 -4.999 0.709  0.510
H 0.399 -6.787 1.891  0.445
H -2.073 -6.750 1.911  0.418
H -3.301 -4.934 0.793  0.523
H -2.192 -0.928 -3.046  0.388
H -2.172 -1.441 -5.464  0.398
H -2.314 -3.781 -6.228  0.375
H -2.495 -5.615 -4.572  0.417
H -2.539 -5.109 -2.172  0.449
H -3.736 -2.062 1.820  0.407
H -6.074 -2.147 2.543  0.438
H -7.852 -2.783 0.940  0.392
H -7.256 -3.361 -1.388  0.421
H -4.911 -3.309 -2.115  0.348
H 1.691 -4.925 -1.926  0.627
H 3.972 -5.587 -2.600  0.431
H 5.882 -4.092 -2.066  0.444
H 5.493 -1.947 -0.956  0.516
H 4.508 -2.516 1.621  0.400
H 4.709 -2.721 4.063  0.406
H 3.677 -1.027 5.540  0.369
H 2.410 0.861 4.552  0.537
H 2.173 1.048 2.127  0.002
H 5.572 0.489 1.409  0.454
H 7.571 1.714 0.684  0.424
H 7.908 2.248 -1.709  0.384
H 6.204 1.556 -3.370  0.405
H 4.183 0.364 -2.640  0.589
C 0.674 0.883 -5.570  -1.165
As 0.824 1.088 -3.633  0.445
C 2.278 2.405 -3.617  -1.206
C -0.642 2.361 -3.362  -0.612
H 0.763 1.852 -6.063  0.394
H -0.295 0.444 -5.809  0.248
H 1.457 0.216 -5.928  0.372
H 1.970 3.318 -4.129  0.534
H 3.145 1.983 -4.126  0.464
H 2.562 2.640 -2.593  0.104
H -0.611 3.146 -4.118  0.556
H -0.553 2.819 -2.374  -0.186
H -1.604 1.850 -3.411  0.321

**Energy relative to the best compared isomer or geometry (same formula, charge and spin)**: 75.0 kJ/mol
**Energy**: -5585.5018 Eh
**Orbital gap**: 6.0 eV
**LUMO energy**: 0.08 eV
**Strongest force on any atom**: 2.61 eV/Å



Entry 2:
Here is C56H72HfNO8P4S2 as an isolated structure from the Open Molecules 2025 dataset. Energies are from the ωB97M-V functional and the def2-TZVPD basis.

Last column: Mulliken charge in e.
CARTESIAN COORDINATES (ANGSTROEM)
Hf 0.145 -0.735 -0.348  0.448
C 4.319 3.322 -1.520  -1.541
C 3.862 2.680 -0.201  2.107
C 4.165 3.615 0.964  -2.012
C 2.398 2.297 -0.308  0.573
C 1.424 2.722 0.595  -0.142
C 0.063 2.556 0.342  -0.815
C -0.378 1.979 -0.852  0.495
C -1.738 2.268 -1.420  -0.740
C 0.592 1.379 -1.669  -1.641
C 1.955 1.544 -1.399  -0.537
H 5.329 3.716 -1.406  0.431
H 3.666 4.155 -1.789  0.417
H 4.342 2.614 -2.347  0.284
H 4.423 1.747 -0.068  -0.915
H 3.635 4.565 0.854  0.445
H 5.230 3.843 0.981  0.427
H 3.907 3.199 1.939  0.319
H 1.718 3.270 1.480  0.669
H -0.665 3.004 1.008  0.798
H -2.021 1.543 -2.183  -0.002
H -1.679 3.238 -1.921  0.521
H -2.510 2.351 -0.666  0.270
H 0.297 1.021 -2.656  0.728
H 2.678 1.153 -2.102  0.534
C -3.265 -2.141 -1.420  -1.869
C -3.681 -0.908 -0.624  -2.116
P -2.505 -0.359 0.655  1.624
C -3.257 1.152 1.346  0.669
C -4.459 1.671 0.872  -0.229
C -5.019 2.790 1.477  -0.907
C -4.383 3.398 2.548  -0.687
C -3.183 2.885 3.024  -0.816
C -2.625 1.766 2.428  -0.808
C -2.708 -1.504 2.062  0.892
C -1.765 -1.483 3.087  0.637
C -1.990 -2.171 4.266  -0.407
C -3.148 -2.922 4.423  -0.894
C -4.078 -2.979 3.394  -1.102
C -3.866 -2.263 2.223  -0.823
P -1.568 -2.104 -2.130  1.768
C -1.669 -1.173 -3.689  1.253
C -0.724 -1.428 -4.685  -0.639
C -0.753 -0.718 -5.875  -0.758
C -1.729 0.247 -6.091  -0.781
C -2.686 0.493 -5.118  -0.698
C -2.655 -0.213 -3.922  -1.080
C -1.349 -3.820 -2.688  1.069
C -0.337 -4.672 -2.261  -0.095
C -0.259 -5.966 -2.760  -1.129
C -1.196 -6.419 -3.676  -0.975
C -2.214 -5.574 -4.103  -0.865
C -2.285 -4.279 -3.620  -0.756
H -3.968 -2.300 -2.240  0.846
H -3.297 -3.036 -0.793  0.553
H -4.645 -1.066 -0.140  1.174
H -3.820 -0.050 -1.280  0.453
H -4.981 1.226 0.036  0.389
H -5.956 3.183 1.107  0.478
H -4.826 4.266 3.018  0.435
H -2.688 3.352 3.866  0.477
H -1.697 1.368 2.823  0.482
H -0.845 -0.915 2.976  -0.316
H -1.266 -2.117 5.069  0.647
H -3.330 -3.456 5.346  0.512
H -4.983 -3.560 3.511  0.513
H -4.625 -2.300 1.453  0.367
H 0.030 -2.190 -4.539  0.434
H -0.021 -0.930 -6.643  0.520
H -1.756 0.791 -7.026  0.444
H -3.465 1.222 -5.293  0.506
H -3.439 -0.031 -3.201  0.314
H 0.399 -4.341 -1.545  0.389
H 0.544 -6.617 -2.438  0.660
H -1.132 -7.426 -4.067  0.457
H -2.944 -5.920 -4.822  0.486
H -3.062 -3.621 -3.993  0.387
C -1.811 -5.267 0.892  -0.435
C -0.506 -5.774 1.454  1.038
C -0.124 -7.161 1.020  -1.504
O 0.642 -4.884 1.015  -0.452
P 0.860 -3.452 1.541  -0.227
O -0.070 -2.438 0.863  -0.112
C 2.548 -2.950 1.158  -0.946
P 2.803 -1.213 1.584  -0.933
O 1.595 -0.409 1.038  0.467
O 2.777 -1.191 3.128  0.014
C 2.250 -0.040 3.934  1.966
C 3.258 1.078 3.920  -0.759
C 1.940 -0.583 5.300  -1.666
O 4.057 -0.605 0.989  -0.016
C 5.540 -0.878 1.106  0.993
C 5.815 -2.356 1.165  -1.499
C 6.066 -0.091 2.276  -1.124
O 0.684 -3.403 3.078  0.461
C 1.190 -4.474 4.015  0.389
C 0.150 -4.610 5.095  -1.451
C 2.561 -4.123 4.547  -1.116
H -2.606 -5.915 1.263  0.663
H -1.817 -5.308 -0.196  -0.134
H -2.031 -4.251 1.229  -0.075
H -0.533 -5.701 2.538  -0.329
H -0.113 -7.233 -0.068  0.247
H -0.861 -7.868 1.402  0.418
H 0.855 -7.448 1.404  0.380
H 2.717 -3.064 0.083  0.328
H 3.256 -3.574 1.707  1.097
H 1.332 0.267 3.429  -0.714
H 4.175 0.788 4.433  0.391
H 2.835 1.940 4.439  0.490
H 3.509 1.382 2.903  -0.332
H 2.847 -0.936 5.793  0.363
H 1.220 -1.399 5.244  0.202
H 1.511 0.215 5.908  0.470
H 5.901 -0.476 0.165  0.169
H 5.453 -2.802 2.096  0.306
H 6.896 -2.494 1.142  0.600
H 5.410 -2.882 0.300  0.229
H 5.748 -0.520 3.228  0.165
H 5.757 0.953 2.225  0.217
H 7.156 -0.118 2.240  0.563
H 1.247 -5.387 3.423  0.626
H 0.060 -3.679 5.655  0.296
H 0.468 -5.390 5.790  0.485
H -0.829 -4.879 4.699  0.236
H 2.496 -3.462 5.410  0.380
H 3.201 -3.645 3.807  0.086
H 3.048 -5.046 4.866  0.443
O 6.401 -1.237 -2.023  -0.684
S 5.379 -0.725 -2.882  1.220
O 5.477 0.580 -3.449  -0.658
N 3.911 -0.791 -2.032  -0.296
C 3.124 -1.614 -2.604  0.468
S 1.473 -1.986 -2.095  -0.103
C 3.634 -2.346 -3.798  0.318
C 3.036 -3.329 -4.567  -0.388
C 3.762 -3.854 -5.632  -0.967
C 5.049 -3.405 -5.913  -0.684
C 5.657 -2.425 -5.133  -0.940
C 4.921 -1.922 -4.084  0.201
H 2.040 -3.689 -4.340  0.478
H 3.322 -4.626 -6.249  0.487
H 5.591 -3.829 -6.748  0.445
H 6.660 -2.080 -5.345  0.546

**Energy relative to the best compared isomer or geometry (same formula, charge and spin)**: 0.0 kJ/mol
**Energy**: -5043.1330 Eh
**Orbital gap**: 7.7 eV
**Charge**: +3
**LUMO energy**: -7.93 eV
**Strongest force on any atom**: 0.59 eV/Å